A 4-piece molecular cluster, C58H41BrFNO8 overall. Source: the OMol25 dataset; level of theory: ωB97M-V with the def2-TZVPD basis set.

Each line ends with the Löwdin charge.
Geometry (Å):
C  -3.043  -2.961  3.182  -0.018
C  -4.480  -2.519  3.508  -0.328
F  -4.671  -1.283  2.863  -0.053
C  -5.526  -3.571  3.049  -0.067
C  -6.110  -3.224  1.694  -0.130
C  -7.021  -2.279  1.523  0.069
C  -7.508  -1.978  0.128  -0.298
O  -8.658  -1.671  -0.108  0.119
C  -6.444  -2.133  -0.941  -0.082
C  -6.403  -1.297  -2.033  -0.060
C  -5.387  -1.491  -2.926  -0.634
Br  -5.298  -0.351  -4.456  0.763
C  -4.424  -2.452  -2.775  -0.064
C  -4.458  -3.305  -1.690  -0.120
C  -3.424  -4.396  -1.429  -0.119
C  -2.064  -4.204  -2.155  -0.187
C  -0.899  -4.233  -1.139  -0.284
N  -0.932  -5.421  -0.282  -0.004
C  -5.489  -3.131  -0.769  -0.038
C  -5.618  -3.981  0.479  -0.262
O  -5.385  -5.173  0.518  0.124
H  -2.446  -2.043  3.172  0.064
H  -2.668  -3.616  3.972  0.090
H  -2.975  -3.415  2.187  0.079
H  -4.546  -2.315  4.581  0.141
H  -4.990  -4.521  2.958  0.118
H  -6.319  -3.622  3.799  0.124
H  -7.409  -1.680  2.344  0.139
H  -7.154  -0.521  -2.134  0.124
H  -3.635  -2.519  -3.519  0.089
H  -3.283  -4.453  -0.348  0.095
H  -3.861  -5.347  -1.755  0.130
H  -1.900  -5.084  -2.798  0.107
H  -2.015  -3.335  -2.815  0.083
H  -0.939  -3.289  -0.577  0.105
H  0.017  -4.267  -1.747  0.100
H  -1.613  -6.103  -0.590  0.061
H  -0.021  -5.857  -0.269  0.060
C  1.298  -4.839  -5.317  -0.055
C  2.329  -4.667  -6.236  -0.054
C  2.272  -3.635  -7.158  0.001
C  1.180  -2.777  -7.174  -0.080
C  0.134  -2.965  -6.267  -0.077
C  0.204  -3.991  -5.333  0.001
C  -1.066  -2.086  -6.300  -0.264
O  -1.974  -2.247  -5.507  0.088
C  -1.133  -1.013  -7.329  -0.079
C  -2.270  -0.219  -7.412  0.000
C  -2.343  0.793  -8.353  -0.051
C  -1.274  1.022  -9.214  -0.053
C  -0.139  0.230  -9.141  0.000
C  -0.068  -0.796  -8.206  -0.082
C  1.141  -1.661  -8.160  -0.276
O  2.074  -1.466  -8.911  0.109
H  1.348  -5.641  -4.592  0.107
H  3.178  -5.338  -6.230  0.108
H  3.076  -3.498  -7.869  0.122
H  -0.600  -4.130  -4.622  0.096
H  -3.093  -0.402  -6.738  0.083
H  -3.232  1.407  -8.418  0.109
H  -1.328  1.818  -9.946  0.108
H  0.689  0.405  -9.813  0.121
C  0.932  5.028  7.302  -0.053
C  -0.260  4.746  7.963  -0.055
C  -1.190  3.896  7.388  -0.001
C  -0.939  3.333  6.143  -0.082
C  0.247  3.634  5.469  -0.079
C  1.185  4.475  6.058  0.004
C  0.513  3.079  4.116  -0.256
O  1.548  3.339  3.533  0.082
C  -0.516  2.208  3.489  -0.079
C  -0.311  1.726  2.202  0.000
C  -1.256  0.902  1.612  -0.046
C  -2.408  0.549  2.309  -0.065
C  -2.619  1.031  3.590  0.004
C  -1.681  1.869  4.181  -0.077
C  -1.939  2.407  5.544  -0.276
O  -2.944  2.102  6.153  0.108
H  1.661  5.686  7.757  0.109
H  -0.461  5.190  8.929  0.108
H  -2.114  3.673  7.904  0.121
H  2.109  4.699  5.543  0.118
H  0.585  1.997  1.659  0.115
H  -1.096  0.532  0.607  0.108
H  -3.140  -0.098  1.851  0.092
H  -3.517  0.760  4.128  0.117
C  4.059  2.449  2.199  -0.049
C  4.790  1.729  1.258  -0.050
C  6.114  2.053  1.008  -0.005
C  6.710  3.107  1.690  -0.086
C  5.969  3.844  2.617  -0.079
C  4.647  3.504  2.876  0.007
C  6.575  5.006  3.323  -0.277
O  5.934  5.645  4.133  0.103
C  7.983  5.373  3.008  -0.083
C  8.549  6.488  3.613  -0.003
C  9.862  6.833  3.339  -0.059
C  10.619  6.060  2.464  -0.059
C  10.058  4.951  1.854  -0.003
C  8.737  4.608  2.115  -0.083
C  8.137  3.433  1.425  -0.279
O  8.797  2.761  0.659  0.103
H  3.031  2.192  2.401  0.077
H  4.325  0.912  0.721  0.106
H  6.683  1.490  0.281  0.119
H  4.075  4.064  3.602  0.107
H  7.962  7.088  4.296  0.120
H  10.299  7.705  3.808  0.106
H  11.647  6.327  2.256  0.107
H  10.645  4.352  1.170  0.120

Atoms 1-6, force components in eV/Å:
-0.480 0.809 0.098
0.970 -0.500 -0.324
-0.434 -0.203 0.201
0.072 0.489 -0.160
0.514 -0.442 0.356
-0.277 0.457 -0.710

Values from the calculation:
DFT total energy   -5565.418199 hartree
Energy above the lowest of the compared OMol25 structures with the same formula, charge and spin   0.0 kJ/mol
Frontier orbital gap   8.25 eV
HOMO energy   -9.4 eV
SMILES string   C[C@@H](F)CC1=CC(=O)c2cc(Br)cc(CCCN)c2C1=O.O=C1c2ccccc2C(=O)c2ccccc21.O=C1c2ccccc2C(=O)c2ccccc21.O=C1c2ccccc2C(=O)c2ccccc21
Largest force on an atom   0.025 hartree/bohr
Charge   0